[1]
44
Properties=species:S:1:pos:R:3:lowdin_charge:R:1 method="wB97M-V/def2-TZVPD" charge=-1 spin_multiplicity=1 homo_energy_ev=-5.41 energy_ha=-2773.626258
Na 10.194 -11.243 15.386 0.837
C 3.585 -15.273 20.062 -0.669
F 3.835 -14.777 21.251 0.137
F 3.065 -14.261 19.296 0.069
F 4.751 -15.610 19.489 0.093
S 2.449 -16.739 20.088 0.434
O 3.395 -17.786 20.429 -0.345
O 1.495 -16.388 21.116 -0.344
O 1.941 -16.732 18.732 -0.344
C 6.906 -14.585 16.605 -0.657
F 7.246 -14.516 17.889 0.163
F 7.595 -15.535 16.015 0.161
F 5.606 -14.822 16.486 0.178
S 7.342 -12.983 15.768 0.584
O 8.628 -12.625 16.371 -0.373
O 7.503 -13.333 14.354 -0.335
O 6.294 -12.021 16.016 -0.294
O 8.700 -14.272 11.348 -0.050
H 8.548 -13.716 10.575 0.052
H 8.834 -13.655 12.079 0.024
O 5.586 -9.021 16.368 -0.057
H 5.709 -9.972 16.232 -0.007
H 6.334 -8.756 16.911 0.028
O 3.411 -12.458 15.614 -0.048
H 4.127 -11.996 15.167 0.009
H 3.664 -13.389 15.583 0.029
O 9.435 -17.320 14.562 -0.070
H 9.656 -17.063 13.662 0.021
H 8.619 -16.828 14.735 -0.008
O 5.201 -12.022 18.677 -0.061
H 4.409 -12.543 18.481 0.022
H 5.665 -11.958 17.829 -0.029
O 8.765 -17.200 19.739 -0.055
H 8.733 -17.098 20.696 0.035
H 8.991 -16.327 19.402 0.018
O 9.208 -11.271 19.076 -0.057
H 9.999 -11.820 19.095 0.029
H 8.651 -11.677 18.393 0.003
O 7.196 -15.881 13.060 -0.068
H 7.013 -15.023 13.478 -0.005
H 7.350 -15.649 12.134 0.016
O 7.359 -11.281 12.605 -0.079
H 6.583 -11.200 12.041 0.042
H 7.243 -12.118 13.087 -0.028

***

[2]
26
Properties=species:S:1:pos:R:3:lowdin_charge:R:1 method="wB97M-V/def2-TZVPD" charge=0 spin_multiplicity=1 homo_energy_ev=-11.14 e_above_lowest_ev=1.382 energy_ha=-538.382871
C 5.365 4.327 -1.144 -0.168
C 4.083 3.463 -0.946 -0.180
H 5.145 5.362 -0.884 0.047
H 5.776 4.236 -2.146 0.056
H 6.128 4.080 -0.372 0.068
H 4.401 2.413 -0.941 0.044
H 3.797 3.303 0.119 0.066
H 3.321 3.459 -1.745 0.067
H 2.118 0.992 3.418 0.034
H 1.324 -0.254 3.352 0.029
O 2.176 0.061 3.670 -0.063
H -2.367 -3.154 0.349 0.023
H -2.868 -4.494 0.964 0.048
O -2.608 -3.604 1.222 -0.087
H -4.958 -1.836 -2.442 0.040
H -3.985 -1.916 -1.304 0.029
O -4.346 -1.280 -1.950 -0.059
H -4.512 -3.086 2.115 -0.010
H -5.161 -3.239 3.525 0.029
O -5.258 -3.455 2.597 -0.068
H -2.052 1.540 -1.827 0.058
H -1.757 0.084 -1.604 0.001
O -1.293 0.919 -1.744 -0.069
H -1.129 -1.924 -0.665 0.058
H -0.273 -3.160 -0.589 0.062
O -1.067 -2.838 -1.029 -0.055

***

[3]
30
Properties=species:S:1:pos:R:3:lowdin_charge:R:1 method="wB97M-V/def2-TZVPD" charge=0 spin_multiplicity=1 homo_energy_ev=-10.16 e_above_lowest_ev=1.450 energy_ha=-690.064580
O -4.825 2.857 -8.809 -0.047
H -4.363 2.288 -8.194 0.034
H -4.900 3.694 -8.351 0.032
O -9.190 0.203 -13.370 -0.045
H -8.633 0.948 -13.141 0.004
H -9.938 0.272 -12.777 0.022
O -9.719 5.024 -17.272 -0.054
H -10.033 5.884 -16.994 0.025
H -10.436 4.664 -17.796 0.028
O -2.133 2.202 -11.654 -0.049
H -3.069 2.366 -11.539 0.014
H -1.735 2.500 -10.836 0.025
O -3.670 7.822 -11.024 -0.053
H -2.896 8.171 -10.582 0.027
H -4.409 8.178 -10.530 0.026
O -13.276 2.196 -13.476 -0.052
H -13.498 3.125 -13.538 0.028
H -12.813 2.114 -12.642 0.006
O -11.788 1.889 -10.035 -0.048
H -12.397 2.064 -9.318 0.033
H -11.149 1.279 -9.665 0.032
C -8.218 3.849 -12.563 -0.095
C -6.729 3.771 -12.661 -0.376
O -6.200 2.531 -12.448 -0.049
H -8.632 3.451 -11.637 0.072
H -8.747 3.398 -13.403 0.075
H -8.413 4.921 -12.553 0.075
H -6.248 4.504 -12.014 0.116
H -6.538 4.004 -13.709 0.119
H -6.036 2.495 -11.503 0.076

***

[4]
37
Properties=species:S:1:pos:R:3:lowdin_charge:R:1 method="wB97M-V/def2-TZVPD" charge=-1 spin_multiplicity=1 homo_energy_ev=-5.94 e_above_lowest_ev=11.290 energy_ha=-992.621102
C 9.064 1.829 15.006 0.045
C 7.882 1.403 14.221 -0.435
O 7.145 2.314 13.763 -0.023
O 7.592 0.195 13.953 0.000
H 9.261 2.898 14.930 0.092
H 10.014 1.421 14.661 0.081
H 9.029 1.677 16.084 0.062
O 7.864 1.650 17.914 -0.049
H 8.750 1.298 18.004 0.023
H 7.993 2.585 17.751 0.040
O 7.048 3.183 11.867 -0.042
H 6.817 2.648 11.108 0.033
H 7.119 2.558 12.589 -0.154
O 5.995 3.870 14.464 -0.054
H 5.256 3.269 14.371 -0.002
H 6.736 3.399 14.084 -0.142
O 11.394 0.750 16.280 -0.049
H 11.765 0.145 16.923 0.040
H 10.906 0.190 15.677 0.022
O 7.925 -0.791 15.934 -0.043
H 7.616 -0.146 15.299 -0.059
H 7.157 -1.331 16.122 0.051
O 6.998 0.004 12.192 -0.033
H 6.084 0.282 12.132 0.033
H 7.251 0.202 13.094 -0.383
O 9.836 2.682 12.295 -0.028
H 9.189 1.989 12.430 0.026
H 10.680 2.229 12.316 0.060
O 8.729 -1.571 13.283 -0.058
H 8.069 -1.885 13.902 0.030
H 8.853 -0.650 13.512 -0.003
O 5.113 1.432 15.323 -0.031
H 4.623 2.201 15.034 0.018
H 5.984 1.544 14.942 -0.001
O 9.747 5.064 13.501 -0.069
H 9.669 4.131 13.698 -0.032
H 8.993 5.256 12.944 0.033

***

[5]
36
Properties=species:S:1:pos:R:3:lowdin_charge:R:1 method="wB97M-V/def2-TZVPD" charge=0 spin_multiplicity=1 homo_energy_ev=-9.90 e_above_lowest_ev=1.821 energy_ha=-801.933600
C 2.255 -0.043 -1.265 -0.072
N 0.948 -0.484 -0.562 -0.091
C -0.173 0.391 -0.957 -0.361
N -1.511 -0.236 -0.588 0.021
H 2.317 0.470 -2.204 0.070
H 2.614 0.600 -0.510 0.048
H 2.885 -0.954 -1.148 0.085
H 0.529 -1.308 -1.061 0.073
H -0.405 0.744 -1.956 0.052
H 0.100 1.432 -0.592 0.119
H -1.530 -0.307 0.433 0.038
H -2.200 0.519 -0.794 0.081
H -0.256 -1.621 -3.693 -0.008
H -1.021 -0.484 -3.202 -0.020
O -0.751 -0.855 -4.039 -0.067
H 1.261 -0.713 4.238 0.028
H 1.350 -2.311 3.760 0.027
O 1.196 -1.643 4.405 -0.036
H -0.717 1.386 3.633 0.018
H 0.215 2.094 2.680 0.065
O -0.507 2.281 3.346 -0.070
H -1.131 -3.476 -2.958 0.051
H 0.069 -2.984 -2.121 0.061
O -0.195 -3.321 -3.018 -0.052
H -1.743 4.286 0.372 0.027
H -1.938 3.203 1.334 0.014
O -2.009 3.372 0.392 -0.053
H -2.098 -2.138 2.757 0.026
H -0.687 -1.659 3.395 0.010
O -1.509 -1.416 2.915 -0.059
H 1.370 -0.994 2.007 0.000
H 2.676 -1.067 1.279 0.025
O 2.293 -0.789 2.116 -0.056
H 0.215 1.904 -3.672 0.017
H -0.447 3.359 -3.254 0.043
O 0.302 2.759 -3.255 -0.054

***

[6]
39
Properties=species:S:1:pos:R:3:lowdin_charge:R:1 method="wB97M-V/def2-TZVPD" charge=+1 spin_multiplicity=1 homo_energy_ev=-13.05 e_above_lowest_ev=0.858 energy_ha=-1071.903834
Hg 8.819 34.007 -18.522 1.329
C 7.365 31.513 -16.092 -0.063
C 8.668 31.439 -16.846 -0.379
O 8.573 31.775 -18.223 -0.362
H 7.035 32.561 -15.998 0.042
H 7.505 31.361 -15.019 0.080
H 6.588 30.928 -16.571 0.074
H 9.116 30.435 -16.801 0.095
H 9.405 32.074 -16.338 0.105
O 6.403 34.886 -14.305 -0.048
H 5.783 34.628 -15.000 0.009
H 6.691 34.072 -13.847 0.013
O 4.868 34.937 -16.790 -0.041
H 5.172 34.144 -17.250 0.023
H 4.251 35.361 -17.396 0.062
O 8.325 34.672 -16.319 -0.130
H 7.555 34.527 -15.712 0.023
H 8.656 35.549 -16.074 0.084
O 8.546 29.170 -19.679 -0.039
H 8.508 29.842 -18.989 -0.019
H 9.033 29.582 -20.401 0.049
O 11.272 28.861 -15.924 -0.044
H 10.791 29.501 -16.457 -0.005
H 12.178 29.187 -15.906 0.039
O 7.688 28.109 -15.857 -0.060
H 7.503 28.200 -14.905 -0.008
H 6.872 28.367 -16.296 0.023
O 6.550 33.697 -19.258 -0.112
H 5.810 33.946 -19.831 0.094
H 6.586 32.729 -19.295 0.010
O 7.376 28.405 -13.047 -0.036
H 7.018 27.786 -12.399 0.068
H 6.930 29.239 -12.864 0.042
O 6.806 32.802 -12.488 -0.039
H 6.132 32.766 -11.800 0.070
H 7.471 32.156 -12.225 0.058
O 5.808 30.747 -19.247 -0.056
H 6.762 30.915 -19.315 -0.008
H 5.725 29.802 -19.079 0.060

***

[7]
39
Properties=species:S:1:pos:R:3:lowdin_charge:R:1 method="wB97M-V/def2-TZVPD" charge=-1 spin_multiplicity=2 homo_energy_ev="-0.17 / -7.00" energy_ha=-973.552804
O -2.588 -0.697 -2.267 -0.016
C -2.764 0.372 -1.738 -0.267
C -2.084 1.633 -2.214 -0.240
N -2.244 2.615 -1.134 -0.007
H -3.335 0.474 -0.804 0.111
H -1.063 1.489 -2.547 0.088
H -2.744 1.927 -3.042 0.124
H -1.497 2.487 -0.458 0.038
H -2.083 3.546 -1.497 0.060
H -0.951 -1.600 -2.144 0.023
H 0.267 -1.225 -1.325 0.014
O 0.023 -1.624 -2.154 -0.068
H 2.515 -0.015 3.371 0.009
H 1.267 -0.385 4.235 0.029
O 1.684 0.307 3.715 -0.081
H 3.278 -2.239 1.467 0.031
H 1.714 -1.916 1.088 -0.030
O 2.508 -1.687 1.525 -0.056
H 1.292 -0.147 -2.598 0.000
H 2.346 -0.695 -3.404 0.036
O 2.025 0.184 -3.153 -0.085
H 1.940 -3.516 -0.385 0.025
H 1.743 -3.129 -1.816 0.015
O 2.421 -3.128 -1.127 -0.077
H -1.092 -2.420 2.148 -0.024
H -0.148 -1.471 2.419 -0.030
O -0.147 -2.444 2.403 -0.161
H -1.398 -0.172 0.958 -0.013
H -0.345 0.720 1.552 0.009
O -0.745 0.506 0.698 -0.114
H 2.168 2.299 1.216 0.024
H 1.539 2.507 2.461 0.012
O 1.799 3.053 1.701 -0.078
H -3.087 -1.609 2.320 -0.033
H -3.066 -0.412 3.362 -0.011
O -2.550 -0.870 2.677 -0.253
H 1.537 2.398 -2.500 0.032
H 1.090 2.329 -1.079 0.006
O 0.776 2.555 -1.934 -0.043

***

[8]
40
Properties=species:S:1:pos:R:3:lowdin_charge:R:1 method="wB97M-V/def2-TZVPD" charge=-1 spin_multiplicity=1 homo_energy_ev=-7.02 e_above_lowest_ev=0.591 energy_ha=-1069.454409
C 6.809 13.836 -11.940 0.035
C 6.112 12.821 -12.879 -0.649
O 5.173 12.088 -12.487 -0.068
O 6.466 12.776 -14.085 -0.081
H 7.705 13.344 -11.560 0.089
H 6.127 14.067 -11.121 0.057
H 7.053 14.756 -12.471 0.059
O 3.796 11.023 -14.488 -0.062
H 4.211 11.487 -13.761 -0.026
H 4.478 10.963 -15.155 0.025
O 6.382 9.402 -12.852 -0.043
H 6.056 10.287 -12.686 -0.017
H 6.341 9.306 -13.804 0.032
O 9.205 11.128 -14.128 -0.054
H 8.684 10.505 -14.634 0.022
H 8.953 11.986 -14.468 0.014
O 7.222 18.146 -13.141 -0.062
H 7.874 18.826 -13.310 0.027
H 7.603 17.351 -13.515 -0.025
O 5.109 11.691 -9.684 -0.061
H 4.503 12.299 -9.261 0.007
H 4.832 11.675 -10.600 0.001
O 8.462 16.007 -14.712 -0.051
H 8.062 16.667 -15.279 0.039
H 7.858 15.265 -14.743 0.011
O 5.589 12.340 -16.727 -0.058
H 6.100 12.436 -15.923 -0.021
H 5.455 13.236 -17.034 0.023
O 3.543 14.058 -9.453 -0.035
H 3.550 14.747 -8.789 0.045
H 4.004 14.439 -10.200 0.035
O 7.450 10.266 -10.260 -0.065
H 6.581 10.655 -10.161 -0.029
H 7.687 10.437 -11.172 0.003
O 2.446 10.137 -12.411 -0.070
H 3.222 9.874 -11.917 0.018
H 2.793 10.582 -13.184 -0.038
O 5.539 15.110 -15.355 -0.049
H 4.998 15.461 -14.648 0.047
H 5.811 14.247 -15.044 -0.026